20
Properties=species:S:1:pos:R:3:lowdin_charge:R:1 method="wB97M-V/def2-TZVPD" spin_multiplicity=1 homo_lumo_gap_ev=10.13 smiles="C/C(=N/Cl)C(C)(C)C" largest_force_ev_per_a=3.8 homo_energy_ev=-9.4 e_lumo_ev=0.77
C -0.2931 1.1251 -1.3045 -0.3240
C 0.3313 -0.1928 -0.2099 -0.4833
C -1.0195 2.0165 -0.3838 -0.0779
C 0.9745 0.3792 1.0258 -0.0947
C 1.3668 -1.0626 -0.9851 -0.0952
C -0.7928 -1.1349 0.1860 -0.0661
N -0.3828 1.5025 -2.5061 -0.3604
Cl 0.3883 0.6382 -3.7913 0.5305
H -2.0673 1.6507 -0.1213 0.1212
H -1.1105 2.9779 -0.8565 0.0744
H -0.5248 2.1615 0.5279 0.0358
H 1.5021 -0.4262 1.4627 0.0679
H 0.1565 0.5183 1.8009 0.0945
H 1.5714 1.3274 1.0738 0.1094
H 2.3018 -0.4477 -1.0684 0.0921
H 0.9380 -1.2742 -2.0239 0.0549
H 1.4928 -2.0007 -0.3629 0.0902
H -1.2453 -0.8550 1.0625 0.0443
H -0.4121 -2.0828 0.3987 0.0553
H -1.5259 -1.2476 -0.6923 0.1310

21
Properties=species:S:1:pos:R:3:lowdin_charge:R:1 method="wB97M-V/def2-TZVPD" spin_multiplicity=1 homo_lumo_gap_ev=9.60 total_charge=+1 smiles=Cl[C@]12CC[NH2+][C@H]1CNC2 largest_force_ev_per_a=5.9 homo_energy_ev=-12.8 e_lumo_ev=-3.19
C 0.8063 1.0951 -1.0133 -0.1382
C -0.7115 -1.3329 0.9334 -0.1853
C 0.9363 -1.5332 -0.9234 -0.1220
C 0.0629 2.0147 -0.0649 -0.0755
C 0.0319 -0.0523 1.1404 -0.1621
C 1.3026 -0.1415 -0.1884 -0.6751
N -0.4358 -1.6729 -0.4289 -0.0798
N -0.7969 1.0742 0.6949 0.0764
Cl 2.8941 -0.0683 0.4707 0.7409
H 0.2714 0.5804 -1.8066 0.1255
H 1.7357 1.4375 -1.4139 0.1150
H -0.3786 -2.2313 1.5216 0.1414
H -1.8939 -1.2273 1.0632 0.1706
H 1.1008 -1.3124 -1.9074 0.0934
H 1.5437 -2.2754 -0.5288 0.0893
H 0.5441 2.4424 0.7627 0.1312
H -0.3804 2.6544 -0.7714 0.1300
H 0.5683 0.0186 2.0451 0.1278
H -1.0435 -2.2961 -0.8899 0.1127
H -1.3431 1.3747 1.5270 0.2158
H -1.4038 0.8215 -0.0644 0.1679

24
Properties=species:S:1:pos:R:3:lowdin_charge:R:1 method="wB97M-V/def2-TZVPD" spin_multiplicity=1 homo_lumo_gap_ev=9.37 smiles="NP(N)(=O)[C@@]1(Cl)CCCCC1=O" largest_force_ev_per_a=5.9 homo_energy_ev=-8.8 e_lumo_ev=0.52
C -0.1061 -0.9881 0.9374 -0.5505
C -0.7436 -0.4799 2.1511 -0.1678
C -1.9164 0.4545 1.7367 -0.1525
C -1.1864 1.6102 0.9259 -0.2026
C -0.5210 1.0894 -0.3515 -0.1880
C 0.5293 0.1244 0.1411 -0.7181
N 2.3662 0.1178 -2.3844 -0.0552
N 0.3984 -1.5900 -2.4391 -0.0616
O -0.2393 -2.1111 0.5411 0.0936
O 2.6388 -1.9034 -0.8700 -0.3041
P 1.6328 -1.0360 -1.4611 0.5060
Cl 1.8485 0.6420 1.1655 0.7228
H -1.2837 -1.3660 2.7535 0.1591
H 0.0797 -0.0698 2.8639 0.1235
H -2.5415 0.0119 1.0780 0.0721
H -2.3822 1.0722 2.5542 0.1329
H -2.0360 2.2800 0.8507 0.0989
H -0.4883 1.9815 1.7455 0.1150
H -1.2727 0.5838 -0.8372 0.0942
H 0.0638 1.7979 -0.8833 0.1001
H 3.2383 -0.2562 -2.6700 0.0431
H 2.1814 1.0565 -2.6465 0.0502
H -0.0334 -0.7815 -2.8779 0.0517
H -0.2266 -2.2402 -2.0235 0.0371

22
Properties=species:S:1:pos:R:3:lowdin_charge:R:1 method="wB97M-V/def2-TZVPD" spin_multiplicity=1 homo_lumo_gap_ev=10.90 smiles="CC[C@](Cl)(C(C)C)[N+](=O)[O-]" largest_force_ev_per_a=4.7 homo_energy_ev=-10.7 e_lumo_ev=0.20
C -1.4398 -2.4349 -0.3584 -0.1008
C 2.0626 0.1931 -0.4462 -0.0765
C 0.6613 2.2886 0.1339 -0.0480
C -0.4113 -1.4883 0.3044 -0.2224
C 0.8293 0.7422 0.2935 -0.3449
C -0.5346 0.0061 -0.0664 -0.6981
N -1.5800 0.7772 0.5498 -0.4410
O -1.5389 0.6731 1.7236 0.1108
O -2.4536 1.3410 -0.0949 0.0505
Cl -0.8349 0.1203 -1.8136 0.7877
H -1.1137 -3.4003 -0.2229 0.0344
H -1.4819 -2.0161 -1.4445 0.0457
H -2.4270 -2.2333 0.1493 0.0966
H 1.8205 -0.1509 -1.4393 0.0590
H 2.7583 0.9280 -0.5264 0.0336
H 2.6555 -0.6490 0.0032 0.1012
H 0.3856 2.7297 -0.8293 0.0894
H 1.6594 2.5779 0.4538 0.0814
H 0.0122 2.7813 0.7701 0.0472
H -0.6195 -1.4692 1.4441 0.1451
H 0.6406 -1.7592 0.0759 0.1111
H 0.9501 0.4428 1.3404 0.1379

27
Properties=species:S:1:pos:R:3:lowdin_charge:R:1 method="wB97M-V/def2-TZVPD" spin_multiplicity=1 homo_lumo_gap_ev=8.53 total_charge=+1 largest_force_ev_per_a=3.0 homo_energy_ev=-11.8 e_lumo_ev=-3.32
C 1.0681 -0.2565 -0.2011 -0.6267
C -2.1974 2.0787 -0.5017 -0.0204
C 1.7936 -2.3011 0.6880 -0.0315
C 0.3160 0.4340 -1.2708 -0.5816
C -1.0961 1.8170 0.4565 -0.5021
C 0.6780 -2.5902 1.6765 -0.5496
N -0.2098 2.7063 0.7718 0.1599
N -1.1431 0.7556 1.2631 0.1681
N 0.1550 -0.5452 -2.4532 0.0997
O 1.4147 0.2737 0.8168 0.0285
O 1.2928 -1.5881 -0.4189 -0.0332
F 0.6503 -1.9925 2.8493 0.1779
F 0.5886 -3.9423 1.9588 0.1120
F -0.5357 -2.3167 1.1159 0.1145
I 1.3033 2.2555 -1.9405 0.9476
H -3.0960 2.5963 -0.1414 0.1056
H -2.0466 2.8874 -1.1546 0.0566
H -2.6801 1.2408 -1.1292 0.1292
H 2.7354 -1.8378 1.1351 0.1841
H 2.0117 -3.2841 0.2992 0.1455
H -0.0543 3.4845 0.1681 0.0620
H 0.5910 2.2813 1.3256 0.1625
H -0.2785 0.4452 1.7302 0.1043
H -1.6080 -0.1659 1.1647 0.1449
H 0.8171 -1.3792 -2.4018 0.1736
H -0.7952 -0.9970 -2.4915 0.1750
H 0.3253 -0.0597 -3.3148 0.0937

23
Properties=species:S:1:pos:R:3:lowdin_charge:R:1 method="wB97M-V/def2-TZVPD" spin_multiplicity=1 homo_lumo_gap_ev=10.09 total_charge=+1 smiles="CN(C)C(=[N+](C)C)C(F)(F)F" largest_force_ev_per_a=5.6 homo_energy_ev=-14.2 e_lumo_ev=-4.07
C 0.4158 -0.0920 0.0258 -0.0313
C 0.4419 -2.2918 1.0025 -0.0111
C -1.6573 -1.0838 0.7284 -0.0324
C -1.2787 1.0201 -1.3050 -0.0624
C 0.3477 2.4121 -0.5120 -0.0247
C 2.0414 0.0386 -0.0003 -0.5370
N -0.2533 -1.1251 0.5163 -0.0881
N -0.0460 1.0306 -0.5674 -0.1443
F 2.4645 0.5196 1.1368 0.2093
F 2.5952 -1.1715 -0.1900 0.1611
F 2.4364 0.8489 -0.9904 0.1603
H 1.1166 -2.2121 1.7551 0.0740
H -0.0536 -3.1729 1.4677 0.1349
H 0.8760 -2.7969 0.1603 0.1052
H -1.9180 -1.4706 1.7387 0.1217
H -2.0136 0.0196 0.7614 0.1355
H -2.1395 -1.8099 0.0985 0.1098
H -2.1290 1.6762 -0.8899 0.1352
H -1.7194 -0.0503 -1.3836 0.1198
H -1.0792 1.4174 -2.2850 0.0983
H -0.3168 2.8513 0.2203 0.1076
H 0.4200 2.9549 -1.4472 0.1112
H 1.4489 2.4876 -0.0411 0.1474